# 1
{
  "formula": "C2H5B",
  "method": "ωB97M-V with the def2-TZVPD basis set",
  "de_lowest_kj_mol": 189.8,
  "lumo_ev": [0.7, -3.3],
  "spin_multiplicity": 3,
  "e_homo_ev": [-6.1, -11.4],
  "orbital_gap_ev": [6.7770, 8.0848],
  "e_tot_ev": -2824.9038,
  "s_squared": 2.005,
  "species": ["H", "B", "C", "H", "H", "C", "H", "H"],
  "xyz": [[1.665, 1.270, -1.063], [1.201, 0.169, -0.513], [-1.167, 0.172, 0.538], [-1.959, -0.430, 0.847], [-0.920, 1.189, 0.917], [-0.276, -0.320, -0.302], [-0.452, -1.346, -0.397], [1.908, -0.705, -0.027]],
  "lowdin_charge": [0.03, -0.10, 0.00, 0.05, 0.10, -0.17, 0.06, 0.02]
}

# 2
{
  "formula": "C5H7NO",
  "method": "ωB97M-V with the def2-TZVPD basis set",
  "de_lowest_kj_mol": 214.1,
  "lumo_ev": 0.4,
  "spin_multiplicity": 1,
  "e_homo_ev": -9.0,
  "orbital_gap_ev": 9.4174,
  "e_tot_ev": -8833.9834,
  "smiles": "C=CC/C=N\\C=O",
  "species": ["O", "H", "C", "C", "H", "C", "H", "C", "C", "H", "N", "H", "H", "H"],
  "xyz": [[-2.284, -0.383, 0.011], [0.878, 0.467, -2.138], [0.978, -0.911, 0.447], [-0.022, -1.124, 1.292], [-2.636, 1.549, -0.472], [0.434, 0.681, -1.162], [1.404, -1.723, -0.139], [-1.947, 0.691, -0.450], [1.359, 0.488, 0.017], [-0.497, -0.299, 1.818], [-0.809, 0.888, -1.171], [-0.451, -2.106, 1.445], [1.192, 1.222, 0.814], [2.402, 0.559, -0.313]],
  "lowdin_charge": [0.00, 0.12, -0.19, 0.00, 0.12, -0.13, 0.10, -0.36, -0.17, 0.07, 0.13, 0.07, 0.12, 0.11]
}

# 3
{
  "formula": "C2H3NOS",
  "method": "ωB97M-V with the def2-TZVPD basis set",
  "de_lowest_kj_mol": 409.3,
  "lumo_ev": -0.8,
  "spin_multiplicity": 1,
  "e_homo_ev": -8.3,
  "orbital_gap_ev": 7.5038,
  "e_tot_ev": -16490.9564,
  "species": ["H", "N", "H", "C", "H", "O", "S", "C"],
  "xyz": [[-1.633, -0.313, 0.579], [0.260, 0.645, 0.277], [-0.576, -1.302, -0.269], [-0.898, -0.209, -0.111], [-1.336, 0.165, -1.037], [0.156, 1.768, 0.708], [2.695, -0.814, -0.036], [1.333, 0.058, -0.111]],
  "lowdin_charge": [0.05, -0.42, 0.13, 0.02, 0.10, -0.02, 0.71, -0.57]
}

# 4
{
  "formula": "C37H47N5O5SSeW",
  "method": "ωB97M-V with the def2-TZVPD basis set",
  "de_lowest_kj_mol": 103.7,
  "lumo_ev": -1.6,
  "spin_multiplicity": 1,
  "e_homo_ev": -8.6,
  "orbital_gap_ev": 7.0042,
  "e_tot_ev": -134827.0715,
  "species": ["C", "H", "N", "C", "C", "C", "C", "C", "O", "H", "H", "C", "H", "C", "H", "H", "H", "H", "C", "H", "C", "N", "C", "H", "N", "C", "C", "H", "C", "O", "C", "H", "N", "W", "H", "H", "H", "C", "C", "H", "C", "H", "C", "H", "C", "H", "H", "H", "H", "H", "C", "C", "C", "H", "H", "H", "H", "H", "H", "H", "C", "H", "H", "C", "H", "H", "N", "C", "C", "H", "C", "H", "O", "H", "C", "C", "C", "H", "C", "H", "H", "H", "H", "H", "O", "C", "O", "Se", "H", "H", "H", "C", "C", "H", "C", "C", "S"],
  "xyz": [[-3.821, -0.903, -1.217], [-4.071, 3.023, 1.456], [-1.958, 0.232, -0.237], [-3.010, -2.181, -1.119], [3.804, 2.168, 2.862], [-3.348, 2.886, -0.606], [-3.180, -2.825, 0.260], [0.495, 4.920, 0.142], [-0.225, -1.437, 0.450], [1.730, 0.611, -3.855], [-2.620, -3.764, 0.327], [-3.957, 1.522, -0.903], [2.561, -5.286, 2.882], [-1.700, 0.699, 0.905], [-0.293, -3.030, -0.933], [-4.312, -3.630, -2.101], [-5.799, 2.398, -1.550], [-2.771, 3.272, -2.668], [3.068, -6.327, 1.073], [0.136, 0.102, -4.429], [3.274, -3.799, -0.075], [0.860, -0.971, -2.762], [-5.112, -0.899, -1.720], [-0.314, 4.803, 2.792], [0.650, -2.969, -1.308], [4.740, -0.560, 2.424], [3.522, 3.522, 2.832], [-0.446, 1.525, 2.412], [-3.324, 3.761, -1.864], [0.367, 0.941, -1.353], [-5.832, 0.283, -1.812], [3.633, -7.080, -0.856], [0.839, 0.784, 1.064], [1.168, -0.818, -0.768], [4.710, 1.822, 3.341], [-1.194, 3.285, 2.686], [0.766, 5.784, 0.754], [2.829, -5.192, 1.837], [-4.099, 3.593, 0.525], [-5.149, 3.737, 0.260], [0.735, -3.367, -2.704], [-1.637, 4.633, 1.640], [1.771, 1.707, 1.679], [-0.116, -3.970, -3.017], [2.767, 2.228, -1.440], [-0.413, 5.184, -0.404], [-6.840, 0.275, -2.207], [-2.308, 2.752, -0.309], [-2.825, -2.166, 1.053], [2.909, -0.269, 4.567], [-0.354, 0.947, 1.494], [-5.246, 1.474, -1.430], [-3.272, 0.306, -0.755], [-3.275, -2.727, -3.213], [5.253, -0.068, 1.597], [2.761, -3.047, 1.870], [1.646, -3.936, -2.876], [1.284, 4.733, -0.579], [2.774, -1.853, 3.794], [1.234, -3.551, -0.717], [1.461, 3.083, 1.639], [-4.333, 3.983, -2.215], [-2.493, 1.102, 1.544], [3.426, -6.200, -0.261], [-0.249, 2.950, 0.350], [-3.668, 4.577, 0.713], [2.632, 3.340, -1.719], [2.947, 1.242, 2.287], [2.939, -3.930, 1.271], [4.206, 4.232, 3.279], [0.742, 0.258, -3.543], [-1.967, -1.870, -1.224], [-0.458, 2.265, -2.948], [3.824, -4.837, -1.873], [0.208, 3.690, 1.012], [-3.322, -3.186, -2.225], [3.248, -0.233, 2.422], [-2.830, 4.710, -1.647], [0.784, -2.120, -3.534], [2.817, -0.740, 1.567], [-5.560, -1.824, -2.059], [2.986, -7.309, 1.521], [5.224, -0.269, 3.359], [2.152, 5.026, 2.200], [1.061, -1.912, 0.860], [3.527, -4.940, -0.836], [0.740, -2.134, -4.739], [3.511, -2.081, -0.894], [4.878, -1.638, 2.310], [-2.605, -4.012, -2.195], [1.474, -0.671, 3.609], [-0.794, 4.112, 2.096], [2.558, -0.788, 3.673], [-4.233, -3.051, 0.442], [2.364, 3.965, 2.227], [0.139, 1.279, -2.620], [3.207, 0.648, -1.040]],
  "lowdin_charge": [-0.13, 0.08, 0.12, -0.38, -0.02, -0.37, -0.05, -0.06, -0.39, 0.14, 0.08, -0.12, 0.11, -0.09, 0.09, 0.08, 0.11, 0.07, -0.08, 0.13, -0.61, -0.14, -0.03, 0.09, -0.07, -0.07, -0.05, 0.12, -0.05, -0.29, -0.06, 0.11, 0.03, 1.58, 0.11, 0.07, 0.08, -0.06, -0.06, 0.08, -0.11, 0.06, -0.17, 0.13, -0.69, 0.08, 0.10, 0.10, 0.07, 0.09, -0.08, -0.04, -0.13, 0.09, 0.08, 0.07, 0.12, 0.04, 0.07, 0.06, -0.12, 0.07, 0.14, -0.08, 0.10, 0.07, 0.13, -0.16, -0.12, 0.11, -0.09, 0.09, 0.12, 0.10, -0.36, -0.07, -0.41, 0.08, -0.49, 0.03, 0.11, 0.10, 0.08, 0.11, -0.41, -0.14, 0.11, 0.75, 0.07, 0.07, 0.08, -0.05, -0.04, 0.09, -0.03, -0.58, 0.55]
}

# 5
{
  "formula": "C18H26N4O2",
  "method": "ωB97M-V with the def2-TZVPD basis set",
  "de_lowest_kj_mol": 307.0,
  "lumo_ev": 0.8,
  "spin_multiplicity": 1,
  "e_homo_ev": -7.6,
  "orbital_gap_ev": 8.4541,
  "e_tot_ev": -29142.6957,
  "smiles": "CCc1oc(CCc2cc(N3CCOCC3)cc(NC)n2)nc1C",
  "species": ["H", "H", "H", "C", "C", "C", "H", "C", "H", "H", "C", "H", "H", "H", "H", "C", "H", "H", "H", "C", "H", "O", "H", "H", "N", "C", "H", "H", "C", "C", "H", "C", "H", "N", "N", "C", "H", "C", "C", "C", "H", "H", "C", "H", "O", "H", "N", "C", "H", "C"],
  "xyz": [[-2.729, -1.322, 3.948], [-4.741, -0.039, 4.838], [-2.861, -1.275, -0.726], [-4.174, 0.303, 3.990], [-2.063, -1.374, 1.237], [4.611, 0.703, -3.926], [3.998, 1.380, -4.546], [0.167, -2.982, -2.885], [-0.971, -1.800, 3.010], [-5.097, 2.150, 1.412], [0.890, -1.664, -2.813], [0.835, -3.707, -2.420], [-3.414, 1.020, 4.318], [1.864, 2.561, -3.049], [1.546, -3.910, 1.486], [-2.065, -1.666, -0.112], [3.768, 1.396, -2.071], [0.448, 2.053, -4.082], [0.016, -3.289, -3.898], [-1.136, -2.539, -0.708], [-3.262, 0.878, 0.350], [-5.054, 1.034, 3.143], [0.276, 2.187, -2.368], [2.088, -3.757, 3.683], [0.945, -3.317, 1.997], [2.476, -0.182, -2.851], [-1.873, -2.327, -2.713], [4.744, -0.236, -4.447], [-3.513, -0.934, 3.337], [1.272, 0.428, -3.004], [5.551, 1.175, -3.746], [-3.847, 0.424, 1.151], [-3.633, 2.278, 2.312], [-3.011, -0.589, 1.924], [0.256, -0.525, -3.009], [3.840, 0.453, -2.641], [-4.703, -0.120, 0.693], [1.219, -3.129, 3.438], [0.971, 1.910, -3.143], [-1.034, -1.960, 1.922], [0.371, -3.424, 4.063], [-4.283, -1.711, 3.177], [-4.400, 1.564, 2.005], [-1.594, -3.994, -2.186], [2.233, -1.537, -2.721], [4.421, -0.235, -2.044], [-0.133, -3.044, 0.003], [-1.203, -2.973, -2.171], [1.473, -2.102, 3.672], [-0.080, -2.755, 1.312]],
  "lowdin_charge": [0.09, 0.12, 0.10, -0.18, -0.25, -0.10, 0.08, -0.11, 0.10, 0.12, -0.32, 0.11, 0.12, 0.08, 0.11, 0.01, 0.12, 0.07, 0.11, -0.27, 0.12, -0.14, 0.07, 0.08, -0.01, -0.20, 0.10, 0.08, -0.08, -0.27, 0.06, -0.12, 0.12, -0.05, 0.19, -0.18, 0.13, -0.08, -0.02, 0.01, 0.08, 0.13, -0.20, 0.12, 0.11, 0.11, 0.16, -0.12, 0.07, -0.34]
}

# 6
{
  "formula": "C7H13NOS",
  "method": "ωB97M-V with the def2-TZVPD basis set",
  "de_lowest_kj_mol": 192.9,
  "lumo_ev": 0.6,
  "spin_multiplicity": 1,
  "e_homo_ev": -8.3,
  "orbital_gap_ev": 8.9547,
  "e_tot_ev": -21840.4127,
  "smiles": "CC1(C)S[C@@]1(C)O.CC#N",
  "species": ["C", "H", "C", "C", "H", "C", "H", "N", "H", "S", "H", "H", "H", "H", "H", "H", "H", "C", "C", "H", "O", "C", "H"],
  "xyz": [[3.365, 0.045, -0.206], [0.984, 1.791, -0.582], [0.166, 0.304, 1.714], [-2.370, 0.904, -1.342], [-3.128, 1.557, -0.843], [-1.741, 0.137, -0.135], [4.267, -1.865, -0.058], [2.855, 0.984, 0.218], [-2.113, -1.398, 1.281], [-0.305, -0.823, -0.885], [-0.542, 0.745, 2.430], [-1.805, 1.618, -1.905], [-3.193, -1.572, 0.070], [2.906, -1.692, -0.915], [1.214, 0.665, 1.632], [-3.310, -0.092, 1.101], [0.117, -0.809, 2.054], [3.775, -1.235, -0.745], [-2.619, -0.765, 0.612], [4.425, -1.030, -1.662], [0.121, 1.762, -0.176], [-0.300, 0.575, 0.260], [-2.768, 0.194, -1.915]],
  "lowdin_charge": [-0.22, 0.07, -0.06, -0.08, 0.10, -0.60, 0.08, 0.16, 0.05, 0.84, 0.08, 0.07, 0.11, 0.02, 0.04, 0.09, 0.10, -0.04, -0.11, 0.13, -0.02, -0.83, 0.02]
}